Arrangement 1

Here is an isolated molecule of C4H8NO2 from the Open Molecules 2025 dataset. Energies are from ωB97M-V/def2-TZVPD.

```
15
C4H8NO2 (ωB97M-V/def2-TZVPD)
C 0.62 2.06 -0.32
C 0.23 1.26 0.97
N -0.01 -0.09 0.98
C 0.30 -1.00 -0.19
C -1.03 -2.00 -0.38
O -0.82 -2.74 -1.41
O 0.02 1.89 1.96
H 0.19 1.64 -1.28
H 1.65 2.14 -0.47
H 0.22 3.05 -0.32
H 0.06 -0.44 1.95
H 0.13 -0.48 -1.16
H 1.26 -1.48 -0.23
H -1.04 -2.58 0.56
H -1.79 -1.22 -0.66
```

Computed properties:
frontier orbital gap (alpha / beta): 10.65 / 8.21 eV
⟨S²⟩: 0.757
spin multiplicity: 2
charge: 0
molecular weight: 102.11 g/mol

---

Arrangement 2

Here is a structure of composition C4H8NO2 from the Open Molecules 2025 dataset. Energies are from ωB97M-V/def2-TZVPD.

```
15
C4H8NO2 (ωB97M-V/def2-TZVPD)
C 2.12 -0.09 0.36
O 2.79 -1.16 -0.14
C 0.61 -0.41 0.35
C -0.38 0.75 0.35
C -1.76 0.31 -0.21
N -1.64 -0.05 -1.51
O -2.78 0.45 0.42
H 2.44 0.09 1.39
H 2.26 0.85 -0.19
H 0.37 -1.14 1.13
H 0.48 -0.97 -0.59
H -0.52 0.94 1.42
H -0.08 1.64 -0.20
H -2.55 -0.36 -1.86
H -1.37 -0.85 -0.71
```

Computed properties:
frontier orbital gap (alpha / beta): 10.67 / 8.26 eV
⟨S²⟩: 0.754
spin multiplicity: 2
charge: 0
molecular weight: 102.11 g/mol

---

arrangement 1 is favored, and the nearest alternative lies 1.372 eV above it.

---

Arrangement 1

Here is an isolated molecule of C2H6N4 from the Open Molecules 2025 dataset. Energies are from ωB97M-V/def2-TZVPD.

```
12
C2H6N4 (ωB97M-V/def2-TZVPD)
C 0.46 -0.48 0.10
C -1.78 -0.14 -0.06
N 1.49 1.33 0.12
N 2.67 -0.71 -0.12
N 1.67 0.06 0.04
N -0.43 0.34 0.01
H 0.30 -1.54 0.03
H -1.77 -1.26 0.07
H -2.20 0.03 -0.98
H -2.41 0.34 0.63
H 2.28 1.91 -0.16
H 3.59 -0.29 -0.28
```

Computed properties:
frontier orbital gap (alpha / beta): 8.68 / 8.67 eV
charge: 0
molecular weight: 86.10 g/mol

---

Arrangement 2

Here is an isolated molecule of C2H6N4 from the Open Molecules 2025 dataset. Energies are from ωB97M-V/def2-TZVPD.

```
12
C2H6N4 (ωB97M-V/def2-TZVPD)
H -0.43 1.44 -0.64
N 0.64 1.41 -0.42
C 0.84 0.12 -0.20
N 2.07 -0.37 0.07
N -0.12 -0.83 -0.30
N -1.40 -0.65 -0.36
C -1.92 0.34 0.25
H 2.75 0.31 0.46
H 2.09 -1.33 0.70
H 0.07 -1.71 -0.72
H -1.53 1.13 0.89
H -3.06 0.13 0.27
```

Computed properties:
frontier orbital gap: 9.69 eV
structure (SMILES): [H]/N=C(/N)NN=C
charge: 0
molecular weight: 86.10 g/mol

---

arrangement 2 is favored, and the nearest alternative lies 2.609 eV above it.

---

Arrangement 1

Here is a structure of composition CH3BrS from the Open Molecules 2025 dataset. Energies are from ωB97M-V/def2-TZVPD.

```
6
CH3BrS (ωB97M-V/def2-TZVPD)
C -0.99 -0.80 1.49
S -1.20 -2.37 0.83
Br -0.89 -0.88 3.42
H -0.02 1.47 -0.25
H 0.06 1.69 -1.01
H -0.96 -2.02 -0.48
```

Computed properties:
frontier orbital gap: 8.42 eV
charge: 0
molecular weight: 127.01 g/mol

---

Arrangement 2

Here is an isolated molecule of CH3BrS from the Open Molecules 2025 dataset. Energies are from ωB97M-V/def2-TZVPD.

```
6
CH3BrS (ωB97M-V/def2-TZVPD)
S -1.05 -0.90 -0.82
C 0.26 0.39 0.28
Br -0.51 0.62 2.02
H 0.11 -1.32 -1.61
H 1.19 -0.15 0.40
H 0.01 1.36 -0.27
```

Computed properties:
frontier orbital gap: 9.71 eV
structure (SMILES): SCBr
charge: 0
molecular weight: 127.01 g/mol

---

arrangement 2 is favored, and the nearest alternative lies 2.278 eV above it.

---

Arrangement 1

Here is a cluster of 2 separate species, C2HNO2S in total from the Open Molecules 2025 dataset. Energies are from ωB97M-V/def2-TZVPD.

```
7
C2HNO2S (ωB97M-V/def2-TZVPD)
C 1.97 -0.09 -0.46
C -1.82 -1.54 0.27
N -1.71 -0.39 0.46
O 0.98 0.10 -1.04
O -1.38 0.85 0.66
S 3.28 -0.33 0.29
H -1.31 1.40 -0.18
```

Computed properties:
frontier orbital gap: 11.25 eV
charge: 0
molecular weight: 103.10 g/mol

---

Arrangement 2

Here is a cluster of 2 separate species, C2HNO2S in total from the Open Molecules 2025 dataset. Energies are from ωB97M-V/def2-TZVPD.

```
7
C2HNO2S (ωB97M-V/def2-TZVPD)
N -1.97 0.08 -0.12
C -1.09 0.89 -0.09
S 0.20 1.74 -0.19
H -2.91 -0.02 0.17
O 1.32 -1.59 -0.60
C 1.92 -0.90 0.08
O 2.52 -0.21 0.76
```

Computed properties:
frontier orbital gap: 10.34 eV
structure (SMILES): N=C=S.O=C=O
charge: 0
molecular weight: 103.10 g/mol

---

arrangement 2 is favored, and the nearest alternative lies 3.686 eV above it.

---

Arrangement 1

Here is an isolated molecule of C5H10S from the Open Molecules 2025 dataset. Energies are from ωB97M-V/def2-TZVPD.

```
16
C5H10S (ωB97M-V/def2-TZVPD)
C -2.16 -0.64 -0.21
C -1.09 0.45 0.15
C 0.12 -0.40 0.61
C 1.37 -0.16 -0.32
C 2.21 0.93 -0.01
S 3.04 -0.72 0.04
H -2.05 -1.65 0.21
H -3.25 -0.36 -0.15
H -1.94 -0.64 -1.28
H -0.93 0.98 -0.70
H -1.51 1.10 0.89
H 0.33 -0.23 1.65
H -0.24 -1.41 0.50
H 1.25 -0.26 -1.41
H 2.64 1.53 -0.79
H 2.20 1.46 0.84
```

Computed properties:
frontier orbital gap: 9.73 eV
structure (SMILES): CCC[C@H]1CS1
charge: 0
molecular weight: 102.20 g/mol

---

Arrangement 2

Here is an isolated molecule of C5H10S from the Open Molecules 2025 dataset. Energies are from ωB97M-V/def2-TZVPD.

```
16
C5H10S (ωB97M-V/def2-TZVPD)
C 0.67 2.05 -0.26
C 0.33 0.97 0.71
C 0.03 -0.29 0.43
C -0.39 -1.39 1.28
C 0.15 -0.80 -1.34
S -1.28 -0.27 -2.34
H 1.31 1.72 -1.14
H 1.24 2.83 0.21
H -0.33 2.44 -0.81
H 0.20 1.17 1.76
H 0.00 -2.47 1.00
H -1.61 -1.42 1.36
H -0.14 -1.09 2.29
H 1.07 -0.32 -1.64
H 0.36 -1.77 -1.30
H -2.29 -1.22 -1.99
```

Computed properties:
frontier orbital gap: 9.46 eV
structure (SMILES): C/C=C(/C)CS
charge: 0
molecular weight: 102.20 g/mol

---

Arrangement 3

Here is an isolated molecule of C5H10S from the Open Molecules 2025 dataset. Energies are from ωB97M-V/def2-TZVPD.

```
16
C5H10S (ωB97M-V/def2-TZVPD)
C 1.77 -1.40 -1.00
C 1.34 -0.23 -0.06
C -0.18 -0.10 -0.05
C -0.78 1.04 0.85
C -2.29 1.13 0.62
S 0.06 2.02 1.83
H 2.83 -1.63 -1.06
H 1.41 -1.29 -2.02
H 1.34 -2.31 -0.57
H 1.79 -0.27 0.94
H 1.83 0.67 -0.53
H -0.59 -1.08 0.43
H -0.50 -0.10 -1.06
H -2.56 1.22 -0.45
H -2.73 2.04 1.05
H -2.75 0.31 1.08
```

Computed properties:
frontier orbital gap: 8.67 eV
structure (SMILES): CCCC(C)=S
charge: 0
molecular weight: 102.20 g/mol

---

Arrangement 4

Here is an isolated molecule of C5H10S from the Open Molecules 2025 dataset. Energies are from ωB97M-V/def2-TZVPD.

```
16
C5H10S (ωB97M-V/def2-TZVPD)
C 0.02 -1.46 -0.67
C -0.41 0.00 -0.46
C -1.41 0.43 -1.42
C -0.05 0.73 0.54
C 0.71 0.34 1.81
S 2.52 0.39 1.70
H -0.86 -2.06 -0.62
H 0.35 -1.57 -1.67
H 0.83 -1.80 0.06
H -0.98 0.25 -2.39
H -1.67 1.47 -1.32
H -2.30 -0.16 -1.47
H -0.15 1.86 0.42
H 0.43 0.95 2.63
H 0.53 -0.70 2.15
H 2.44 1.33 0.71
```

Computed properties:
frontier orbital gap: 9.77 eV
structure (SMILES): CC(C)=CCS
charge: 0
molecular weight: 102.20 g/mol

---

arrangement 3 is favored, and the nearest alternative lies 0.380 eV above it.

---

Arrangement 1

Here is the ion C8H17N2 with charge +1 from the Open Molecules 2025 dataset. Energies are from ωB97M-V/def2-TZVPD.

```
27
C8H17N2 (ωB97M-V/def2-TZVPD)
C 2.02 -1.48 -0.39
C 0.93 -0.40 -2.27
C -0.29 0.15 -1.62
C 2.28 -2.74 0.40
C -0.78 2.70 0.67
C -2.36 0.63 0.52
C -0.18 0.32 1.67
C -0.92 1.12 0.52
N 1.41 -1.59 -1.54
N -0.05 0.88 -0.47
H 0.82 -0.67 -3.35
H 1.66 0.37 -2.31
H -0.80 0.99 -2.15
H -1.06 -0.55 -1.58
H 2.96 -3.32 -0.03
H 1.25 -3.24 0.46
H 2.54 -2.59 1.41
H -1.27 3.05 -0.26
H -1.20 3.13 1.57
H 0.30 2.93 0.57
H -2.55 0.59 1.62
H -2.69 -0.24 -0.09
H -2.96 1.49 0.23
H -0.56 0.77 2.65
H -0.41 -0.80 1.67
H 0.87 0.41 1.68
H 1.00 -2.43 -1.86
```

Computed properties:
frontier orbital gap (alpha / beta): 5.17 / 8.94 eV
charge: +1
molecular weight: 141.24 g/mol

---

Arrangement 2

Here is a cluster of 2 separate species, C8H17N2 in total from the Open Molecules 2025 dataset. Energies are from ωB97M-V/def2-TZVPD.

```
27
C8H17N2 (ωB97M-V/def2-TZVPD)
C 0.74 1.04 1.36
C -0.52 1.42 1.24
C 1.27 0.35 0.15
C -0.08 0.06 -0.59
C 1.91 -1.02 0.61
C 2.11 1.09 -0.85
C -1.20 -1.94 0.64
C -2.50 0.82 -0.10
N -0.34 -0.20 -1.91
N -1.04 1.08 -0.05
H 1.51 1.15 2.04
H -1.07 2.02 1.85
H 1.49 -1.47 1.52
H 2.94 -0.87 0.83
H 1.86 -1.71 -0.20
H 2.47 0.53 -1.60
H 2.95 1.55 -0.22
H 1.51 1.87 -1.22
H -0.30 -2.47 1.04
H -1.67 -2.33 -0.32
H -1.78 -1.39 1.32
H -2.59 -0.03 0.72
H -2.92 1.73 0.23
H -2.87 0.46 -1.11
H -0.69 0.53 -2.48
H 0.38 -0.72 -2.43
H -0.94 1.99 -0.58
```

Computed properties:
frontier orbital gap (alpha / beta): 8.40 / 8.45 eV
charge: +1
molecular weight: 141.24 g/mol

---

arrangement 2 is favored, and the nearest alternative lies 1.086 eV above it.

---

Arrangement 1

Here is a structure of composition C43H33Ge2MoNO4 from the Open Molecules 2025 dataset. Energies are from ωB97M-V/def2-TZVPD.

```
84
C43H33Ge2MoNO4 (ωB97M-V/def2-TZVPD)
Mo -0.50 0.96 1.45
O -0.50 0.38 8.47
C 0.08 -0.44 7.73
O 0.73 -1.47 7.99
C -0.04 -0.13 6.22
C 0.56 -0.96 5.27
C 0.45 -0.67 3.93
N -0.22 0.41 3.49
C -0.81 1.21 4.40
C -0.74 0.98 5.75
C -1.59 2.36 3.80
O -2.21 3.13 4.50
O -1.54 2.40 2.49
H 1.10 -1.83 5.62
H 0.89 -1.30 3.17
H -1.23 1.63 6.46
C 3.18 0.86 2.40
Ge 2.01 0.37 0.87
C 2.48 -1.53 0.56
C 3.79 -1.87 0.23
C 4.15 -3.19 -0.02
C 3.19 -4.19 0.06
C 1.89 -3.87 0.39
C 1.54 -2.55 0.64
C 2.88 1.38 -0.62
C 3.50 2.56 -0.29
C 4.11 3.39 -1.26
C 4.09 3.04 -2.57
C 3.47 1.83 -2.97
C 3.42 1.45 -4.34
C 2.78 0.31 -4.73
C 2.17 -0.51 -3.76
C 2.21 -0.18 -2.44
C 2.86 1.00 -1.99
H 4.23 0.79 2.11
H 3.00 0.17 3.23
H 2.98 1.87 2.77
H 4.55 -1.10 0.14
H 5.17 -3.43 -0.29
H 3.47 -5.22 -0.14
H 1.14 -4.65 0.46
H 0.51 -2.30 0.89
H 3.54 2.88 0.75
H 4.59 4.32 -0.95
H 4.56 3.66 -3.33
H 3.89 2.10 -5.07
H 2.73 0.04 -5.78
H 1.65 -1.42 -4.08
H 1.75 -0.82 -1.71
C -1.34 -0.38 0.77
Ge -2.49 -0.30 -0.77
C -1.60 1.33 -1.41
C -1.55 2.40 -0.49
C -0.63 3.44 -0.66
C 0.20 3.46 -1.77
C 0.10 2.44 -2.71
C -0.77 1.38 -2.52
C -4.35 0.02 -0.31
C -4.76 -0.04 1.02
C -6.07 0.22 1.37
C -7.00 0.54 0.39
C -6.61 0.60 -0.94
C -5.29 0.35 -1.29
C -2.21 -1.78 -2.00
C -0.93 -2.30 -2.12
C -0.66 -3.35 -2.98
C -1.69 -3.90 -3.74
C -2.97 -3.39 -3.63
C -3.24 -2.34 -2.76
H -2.27 2.46 0.32
H -0.60 4.24 0.07
H 0.92 4.25 -1.90
H 0.75 2.45 -3.58
H -0.78 0.57 -3.24
H -4.03 -0.28 1.79
H -6.37 0.18 2.41
H -8.03 0.74 0.66
H -7.33 0.86 -1.71
H -5.00 0.42 -2.33
H -0.13 -1.89 -1.51
H 0.35 -3.75 -3.05
H -1.48 -4.72 -4.41
H -3.78 -3.83 -4.21
H -4.25 -1.97 -2.67
```

Computed properties:
frontier orbital gap (alpha / beta): 7.69 / 7.29 eV
⟨S²⟩: 0.775
spin multiplicity: 2
charge: -1
molecular weight: 868.90 g/mol

---

Arrangement 2

Here is a structure of composition C43H33Ge2MoNO4 from the Open Molecules 2025 dataset. Energies are from ωB97M-V/def2-TZVPD.

```
84
C43H33Ge2MoNO4 (ωB97M-V/def2-TZVPD)
Mo 0.21 -1.16 -0.37
O -0.75 -4.61 5.61
C -1.05 -3.40 5.50
O -1.53 -2.59 6.31
C -0.78 -2.81 4.09
C -0.96 -1.45 3.85
C -0.71 -0.92 2.60
N -0.33 -1.70 1.58
C -0.19 -3.04 1.79
C -0.36 -3.61 3.03
C 0.11 -3.85 0.53
O 0.53 -4.99 0.58
O -0.12 -3.18 -0.56
H -1.31 -0.83 4.67
H -0.82 0.13 2.37
H -0.20 -4.67 3.18
C 4.19 -0.83 -0.31
Ge 2.45 -0.15 -0.94
C 1.69 -1.22 -2.43
C 0.70 -0.65 -3.25
C 0.03 -1.41 -4.20
C 0.34 -2.75 -4.35
C 1.31 -3.34 -3.54
C 1.96 -2.59 -2.59
C 2.62 1.74 -1.45
C 1.86 2.66 -0.78
C 1.95 4.04 -1.05
C 2.82 4.50 -2.00
C 3.62 3.60 -2.74
C 4.50 4.05 -3.75
C 5.24 3.17 -4.48
C 5.12 1.78 -4.24
C 4.29 1.32 -3.26
C 3.51 2.21 -2.47
H 5.01 -0.58 -0.97
H 4.15 -1.92 -0.19
H 4.37 -0.39 0.67
H 0.48 0.41 -3.16
H -0.73 -0.95 -4.83
H -0.19 -3.35 -5.08
H 1.52 -4.40 -3.63
H 2.68 -3.07 -1.93
H 1.16 2.31 -0.03
H 1.33 4.74 -0.49
H 2.90 5.56 -2.21
H 4.57 5.12 -3.94
H 5.91 3.53 -5.26
H 5.70 1.08 -4.84
H 4.19 0.25 -3.10
C -0.87 0.18 -0.61
Ge -2.68 0.62 -1.10
C -3.01 0.49 -3.02
C -2.49 1.46 -3.87
C -2.67 1.38 -5.24
C -3.39 0.32 -5.78
C -3.93 -0.64 -4.95
C -3.74 -0.56 -3.57
C -3.01 2.46 -0.52
C -2.00 3.15 0.14
C -2.19 4.46 0.56
C -3.40 5.10 0.32
C -4.42 4.42 -0.34
C -4.22 3.11 -0.76
C -3.70 -0.68 -0.05
C -3.41 -2.04 -0.21
C -3.89 -2.98 0.69
C -4.67 -2.57 1.77
C -4.97 -1.23 1.94
C -4.48 -0.29 1.03
H -1.93 2.29 -3.45
H -2.25 2.14 -5.89
H -3.53 0.26 -6.85
H -4.49 -1.47 -5.36
H -4.16 -1.33 -2.93
H -1.05 2.65 0.33
H -1.40 4.98 1.08
H -3.55 6.12 0.65
H -5.36 4.91 -0.53
H -5.02 2.60 -1.28
H -2.76 -2.37 -1.01
H -3.64 -4.02 0.56
H -5.02 -3.30 2.49
H -5.56 -0.91 2.79
H -4.70 0.76 1.20
```

Computed properties:
frontier orbital gap (alpha / beta): 7.68 / 7.53 eV
⟨S²⟩: 0.772
spin multiplicity: 2
charge: -1
molecular weight: 868.90 g/mol

---

arrangement 1 is favored, and the nearest alternative lies 0.115 eV above it.

---

Arrangement 1

Here is a cluster of 13 separate species, C6H39NO13 in total from the Open Molecules 2025 dataset. Energies are from ωB97M-V/def2-TZVPD.

```
59
C6H39NO13 (ωB97M-V/def2-TZVPD)
C -0.98 0.52 -0.80
C -1.68 -0.46 -1.71
C -2.49 0.39 -2.68
O -2.38 -1.24 -0.80
C 0.25 -0.23 -0.18
N -0.05 -1.03 1.04
C 1.20 -1.69 1.55
C 1.61 -2.94 0.82
H -0.59 1.37 -1.38
H -1.60 0.98 -0.05
H -1.02 -1.09 -2.42
H -3.45 0.82 -2.45
H -2.68 -0.11 -3.55
H -1.96 1.23 -3.11
H -3.37 -0.89 -0.66
H 1.14 0.51 0.07
H 0.61 -0.89 -1.01
H -0.68 -1.68 0.60
H 1.90 -1.02 1.93
H 0.89 -2.29 2.50
H 1.65 -3.79 1.49
H 1.01 -3.14 -0.10
H 2.59 -2.89 0.47
H 1.41 0.70 1.78
H 1.96 1.98 2.29
O 2.20 1.02 2.34
H -1.62 -1.72 3.78
H -3.02 -1.15 3.32
O -2.18 -0.94 3.62
H -0.36 2.67 -2.28
H 0.75 3.69 -2.92
O 0.31 2.85 -3.02
H 0.12 -2.88 -3.17
H 1.38 -3.54 -2.67
O 0.53 -3.35 -2.43
H -3.10 -3.63 0.42
H -2.55 -2.24 0.60
O -3.05 -3.01 1.10
H 3.82 -0.10 0.92
H 4.30 -1.40 0.28
O 4.12 -0.55 0.13
H 0.19 1.05 -3.24
H 0.28 0.01 -4.47
O 0.30 0.13 -3.54
H 0.82 3.00 0.27
H 2.09 2.67 -0.47
O 1.10 2.42 -0.44
H -1.94 0.75 2.66
H -0.81 0.82 1.77
O -1.37 1.42 2.27
H -0.22 0.75 4.58
H -0.04 1.81 3.45
O 0.43 1.27 4.16
H 3.92 0.42 -1.64
H 3.05 1.32 -2.64
O 3.80 0.66 -2.54
H -3.15 3.61 0.70
H -1.85 2.87 1.12
O -2.18 3.71 0.89
```

Computed properties:
frontier orbital gap: 9.18 eV
charge: 0
molecular weight: 333.37 g/mol

---

Arrangement 2

Here is a cluster of 13 separate species, C6H39NO13 in total from the Open Molecules 2025 dataset. Energies are from ωB97M-V/def2-TZVPD.

```
59
C6H39NO13 (ωB97M-V/def2-TZVPD)
C 1.29 0.34 2.60
N 2.11 1.03 1.58
C 3.25 0.28 1.07
O 3.10 -0.35 -0.22
C 0.39 -0.80 2.12
C -0.64 -0.41 1.08
C -1.59 0.72 1.55
C -2.49 0.25 2.69
H 1.99 -0.04 3.34
H 0.71 1.14 3.08
H 1.59 1.46 0.82
H 3.57 -0.43 1.84
H 4.01 1.04 0.84
H 2.67 -1.23 -0.15
H -0.13 -1.23 3.00
H 1.04 -1.57 1.70
H -0.14 -0.06 0.17
H -1.25 -1.28 0.85
H -2.21 1.03 0.71
H -1.04 1.62 1.86
H -1.91 0.02 3.60
H -3.04 -0.65 2.41
H -3.23 1.01 2.98
H -1.92 -0.63 -2.64
H -2.52 -1.99 -1.98
O -2.05 -1.59 -2.75
H 0.76 3.79 -1.01
H 2.15 3.65 -0.38
O 1.65 3.40 -1.19
H -0.76 -4.68 -0.17
H -0.95 -4.08 -1.60
O -1.41 -4.59 -0.91
H -1.13 1.12 -3.70
H -0.27 0.98 -2.41
O -1.20 1.02 -2.74
H 2.05 0.42 -1.45
H 1.56 1.84 -1.93
O 1.46 0.87 -2.11
H 0.32 -4.10 1.72
H 1.12 -3.94 0.38
O 0.55 -4.55 0.91
H -2.04 2.37 -2.11
H -3.28 2.92 -1.33
O -2.46 3.19 -1.75
H -2.63 -3.51 -0.63
H -4.14 -3.28 -1.06
O -3.36 -2.84 -0.71
H 1.44 -2.45 -1.42
H 2.67 -3.34 -1.17
O 2.00 -2.84 -0.68
H 1.33 4.26 1.43
H 2.21 3.08 1.76
O 2.26 3.99 1.41
H -0.33 -1.75 -2.72
H 0.95 -0.80 -2.54
O 0.65 -1.73 -2.65
H -0.74 5.40 -0.49
H -1.33 4.00 -0.72
O -0.67 4.51 -0.18
```

Computed properties:
frontier orbital gap: 9.92 eV
charge: 0
molecular weight: 333.37 g/mol

---

arrangement 2 is favored, and the nearest alternative lies 7.012 eV above it.